{"formula": "C23H54N2O15P", "method": "the ωB97M-V functional and the def2-TZVPD basis", "total_charge": -1, "e_above_lowest_kcal_mol": 213.38, "elements": ["N", "H", "H", "H", "H", "N", "H", "H", "H", "H", "P", "O", "O", "O", "O", "O", "C", "O", "C", "C", "C", "H", "H", "H", "H", "H", "H", "H", "H", "O", "C", "O", "C", "C", "C", "H", "H", "H", "H", "H", "H", "H", "H", "O", "C", "O", "C", "C", "C", "H", "H", "H", "H", "H", "H", "H", "H", "O", "C", "O", "C", "C", "C", "H", "H", "H", "H", "H", "H", "H", "H", "O", "C", "O", "C", "C", "C", "H", "H", "H", "H", "H", "H", "H", "H", "C", "C", "O", "C", "H", "H", "H", "H", "H", "H"], "coordinates": [[-0.23909, -0.39245, 1.19271], [0.41200, -0.13782, 0.41530], [-1.11489, 0.09033, 1.01034], [-0.03996, 0.26424, 2.05347], [-0.51628, -1.29766, 1.31976], [-3.50405, -0.17768, 1.71685], [-3.26245, 0.39764, 2.57300], [-4.03727, 0.13696, 1.08035], [-3.70286, -1.09055, 2.01434], [-2.72744, -0.26078, 1.20071], [-1.22363, -1.41721, 3.44492], [-2.49680, -1.38717, 4.19314], [-1.50405, -2.13631, 2.04520], [-0.01018, -1.89581, 4.05207], [-0.85671, -0.09215, 2.88111], [-2.97966, -0.31242, -1.63135], [-2.66311, -1.44579, -1.98576], [-2.78482, -1.85937, -3.30842], [-3.56332, -1.23290, -4.26588], [-3.32216, -1.96971, -5.62427], [-1.99148, -2.45390, -1.06215], [-3.34593, -0.21494, -4.46832], [-4.48837, -1.26167, -3.83020], [-2.22223, -1.97821, -5.97143], [-3.73837, -1.49771, -6.45199], [-3.58674, -3.00914, -5.54248], [-0.91965, -2.44340, -1.21675], [-2.20056, -3.39666, -1.29046], [-2.26889, -2.16096, -0.07270], [1.94578, 1.51054, 0.99637], [2.64862, 1.80454, 0.03787], [3.01007, 3.06758, -0.12661], [2.68633, 4.15352, 0.81696], [3.02733, 5.48490, 0.24093], [3.29072, 0.89295, -1.04506], [3.31304, 3.86244, 1.76718], [1.70927, 4.18789, 1.26609], [4.06397, 5.51500, 0.22740], [2.89188, 6.41515, 0.80144], [2.62848, 5.68520, -0.83525], [2.82346, -0.11801, -0.89331], [4.50035, 0.70443, -0.67510], [3.29761, 1.27574, -2.02493], [0.29947, 1.06714, 8.46149], [0.14924, 0.82940, 7.26391], [1.20109, 0.88677, 6.36527], [1.08397, 0.26423, 5.09639], [2.39916, 0.30972, 4.37729], [-1.21705, 0.63196, 6.79705], [0.33124, 0.67352, 4.44213], [0.60220, -0.82110, 5.17547], [2.66525, 0.03771, 3.36092], [3.03955, -0.32825, 4.97891], [2.97601, 1.22203, 4.45754], [-1.26077, 0.93020, 5.75517], [-1.88954, 0.98933, 7.32294], [-1.34215, -0.42662, 6.79267], [2.01483, -2.92967, 0.20221], [1.48912, -3.45206, -0.72190], [2.03850, -3.92896, -1.85127], [3.43475, -3.60652, -2.11883], [3.46076, -3.87444, -3.58133], [0.00482, -3.85675, -0.62758], [4.05518, -4.31982, -1.58119], [3.46114, -2.60053, -2.02463], [3.13060, -4.76611, -4.09311], [4.54655, -3.91026, -4.03550], [2.83387, -3.07551, -4.01999], [-0.32824, -3.17235, -1.35978], [-0.58011, -3.65775, 0.44761], [-0.09119, -4.89607, -0.92128], [-3.42362, 2.66325, 0.98285], [-2.63884, 3.53085, 0.50978], [-1.36792, 3.23147, 0.04928], [-0.70568, 2.07540, 0.14318], [0.48757, 2.15906, -0.81481], [-3.09489, 4.98700, 0.36308], [-1.30970, 1.16788, -0.13684], [-0.21694, 1.87990, 1.26260], [1.28147, 3.00591, -0.53247], [0.17049, 2.31528, -1.65353], [0.70803, 1.18600, -0.91215], [-2.37611, 5.48946, 1.10376], [-4.21210, 5.15393, 0.59077], [-2.94299, 5.38623, -0.54400], [-0.60991, -1.47504, -4.22604], [0.45876, -0.77309, -3.32539], [0.38850, -0.77067, -1.99327], [1.53824, -0.17718, -4.10869], [-0.26643, -2.22950, -4.97506], [-1.27588, -0.88870, -4.90512], [-1.41016, -1.95350, -3.62140], [2.29381, -0.16155, -3.52801], [1.29415, 0.85475, -4.18891], [1.78395, -0.68499, -4.92532]], "lowdin_charge": [0.095, 0.085, 0.038, 0.024, -0.044, 0.351, 0.173, 0.032, 0.108, 0.017, -0.158, -0.374, -0.439, -0.319, -0.373, 0.090, -0.389, -0.128, -0.212, -0.035, 0.002, 0.113, 0.103, 0.084, 0.047, 0.075, 0.000, 0.061, 0.075, 0.055, -0.584, -0.072, -0.203, -0.086, 0.038, 0.169, 0.110, 0.038, 0.081, 0.120, 0.082, 0.169, 0.044, 0.037, -0.479, -0.013, -0.288, -0.078, 0.027, 0.069, 0.116, 0.065, 0.064, 0.052, 0.093, 0.000, 0.109, 0.144, -0.545, -0.035, -0.184, -0.094, 0.002, 0.137, 0.079, 0.064, 0.113, 0.068, -0.018, 0.177, 0.095, 0.044, -0.397, -0.002, -0.234, -0.045, 0.017, 0.116, 0.184, 0.139, 0.000, 0.009, 0.119, 0.118, 0.018, -0.016, -0.271, 0.000, -0.005, 0.101, 0.073, 0.022, -0.001, 0.114, 0.052]}